Record 1
88
Properties=species:S:1:pos:R:3:forces:R:3 method="wB97M-V/def2-TZVPD" multiplicity=6 mol_weight_g_mol=812.97 energy_ha=-2449.79983 lumo_ev="-5.33 / -8.84" fmax_ev_per_a=3.6 s2=8.80 charge=+2
Ir 0.36640 0.54304 0.66771 -0.766 0.654 1.657
C -1.73531 1.12837 -3.16614 0.222 3.409 -0.295
C -1.86849 -0.20558 -3.17180 -0.460 -3.390 -1.034
C -1.21561 -1.15048 -4.11851 0.786 0.425 0.142
C 0.11055 -0.64063 -4.73985 0.050 -0.437 -0.267
C 1.02023 0.12922 -3.81439 0.451 -0.166 -0.158
C 1.02084 1.44326 -3.57186 0.475 0.031 -0.834
C 0.14652 2.41267 -4.29949 -0.146 0.426 0.172
C -1.33036 1.99446 -4.32265 -0.731 0.053 -0.439
C 1.72251 0.68013 2.28539 0.433 -0.167 1.267
H -2.06665 1.70420 -2.31027 0.000 -0.274 0.012
H -2.64557 -0.67994 -2.56535 0.148 0.400 -0.108
H -1.92772 -1.43036 -4.91632 -0.088 0.099 0.298
H -0.99358 -2.07725 -3.57232 -0.310 0.168 -0.159
H 0.66391 -1.55187 -5.01873 -0.217 0.386 -0.166
H -0.08976 -0.09478 -5.67476 0.077 -0.058 0.302
H 1.84308 -0.48394 -3.44103 -0.350 0.427 0.138
H 1.82711 1.92178 -3.01915 -0.230 -0.437 -0.031
H 0.47901 2.53856 -5.34174 0.055 0.003 0.322
H 0.22931 3.39697 -3.82054 -0.070 -0.231 -0.132
H -1.91712 2.92707 -4.26819 -0.047 -0.536 -0.075
H -1.57089 1.49278 -5.26916 0.038 0.119 0.223
H 1.17322 1.28147 3.03177 0.598 -0.153 -0.224
H 2.72119 1.10331 2.09837 -0.398 -0.145 -0.133
H 1.82707 -0.35279 2.66239 0.138 0.597 -0.008
P -1.15588 -0.93019 -0.18833 0.972 -1.175 -1.798
P 2.20250 -0.08242 -0.44916 0.187 -1.418 1.193
C 0.07200 -1.77910 -1.24157 -1.054 -0.154 0.860
C 1.39883 -1.43797 -1.33396 1.281 0.510 -0.598
C -2.16852 -2.33198 0.34929 -0.133 -0.154 0.258
C -2.66052 -3.28882 -0.55680 -0.116 0.107 0.382
C -3.52889 -4.28488 -0.09558 0.125 0.134 -0.006
C -3.86532 -4.36269 1.26003 0.165 0.218 0.009
C -3.33040 -3.44061 2.16484 -0.124 -0.196 -0.166
C -2.49887 -2.42904 1.70139 -0.151 -0.042 -0.221
C -2.41293 0.44877 -0.34241 -0.900 -0.740 0.636
C -1.99152 1.74392 -0.04547 0.019 0.420 -0.298
C -2.78820 2.84816 -0.35664 0.009 -0.214 0.311
C -4.08225 2.62212 -0.84381 0.222 0.281 -0.109
C -4.56849 1.32080 -0.98672 -0.131 -0.309 0.188
C -3.75658 0.22525 -0.68872 0.323 0.559 -0.213
C 3.57560 -0.94786 0.38763 0.033 0.428 0.101
C 3.30692 -2.14294 1.08157 0.243 0.004 -0.577
C 4.36477 -2.99878 1.37983 -0.032 0.192 0.148
C 5.68036 -2.63111 1.08285 -0.065 0.308 -0.157
C 5.93833 -1.36180 0.55587 0.095 -0.060 0.261
C 4.89497 -0.49371 0.24566 -0.397 -0.418 -0.164
C 2.80286 1.62183 -0.83639 0.469 -0.207 -0.761
C 2.18315 2.68497 -0.16356 0.029 -0.083 -0.005
C 2.64734 3.99031 -0.33128 -0.017 0.070 -0.277
C 3.58674 4.26774 -1.33258 -0.012 -0.407 0.126
C 4.16772 3.20935 -2.04431 0.109 -0.231 -0.025
C 3.85039 1.88233 -1.74180 -0.516 0.230 0.193
H -0.21901 -2.74719 -1.66645 0.036 0.405 0.001
H 2.08558 -2.05892 -1.91075 -0.261 -0.050 0.024
H -2.36962 -3.23986 -1.60603 -0.206 -0.108 0.168
H -3.95335 -5.00396 -0.79515 0.168 0.162 0.143
H -4.54242 -5.14008 1.61648 0.220 0.204 -0.158
H -3.57027 -3.50940 3.22557 0.049 0.015 -0.273
H -2.09244 -1.67566 2.36443 -0.263 -0.357 0.137
H -0.98668 1.91667 0.43781 -0.988 0.524 -0.549
H -2.39491 3.85826 -0.21872 -0.294 -0.304 0.077
H -4.71845 3.47650 -1.08340 0.176 -0.298 0.031
H -5.59567 1.14730 -1.31155 0.258 0.141 0.141
H -4.14192 -0.79277 -0.72837 0.048 0.170 -0.181
H 2.27987 -2.40051 1.35291 0.285 -0.090 -0.323
H 4.16399 -3.96024 1.84193 0.024 0.148 0.024
H 6.50551 -3.31884 1.28400 -0.314 0.258 -0.054
H 6.95724 -1.03287 0.38064 -0.061 -0.106 0.093
H 5.07980 0.51753 -0.11929 0.131 -0.467 -0.010
H 1.31969 2.47968 0.51824 0.939 0.544 -0.325
H 2.27583 4.78923 0.31053 -0.090 -0.168 -0.331
H 3.87626 5.29828 -1.55247 -0.064 -0.377 0.153
H 4.88463 3.39674 -2.84378 -0.077 0.090 0.325
H 4.36351 1.04252 -2.21721 -0.165 0.402 -0.055
C -0.73968 0.03307 2.18019 0.079 0.883 2.027
C -1.11310 0.11468 3.37708 0.110 -0.437 0.200
C -1.32568 0.07351 4.77425 -0.110 0.046 -0.532
C -2.58067 0.35451 5.35994 -0.421 0.007 0.388
C -2.77638 0.15460 6.72597 -0.038 0.212 -0.518
C -1.72470 -0.30920 7.53125 0.035 0.118 -0.273
C -0.45090 -0.49109 6.97763 0.276 0.057 -0.345
C -0.25264 -0.29902 5.61671 0.388 -0.279 0.228
H -3.38321 0.71171 4.71233 0.147 -0.142 0.299
H -3.74574 0.38660 7.16829 0.270 -0.185 -0.134
H -1.89311 -0.51381 8.58883 0.047 0.145 -0.279
H 0.39920 -0.77047 7.60340 -0.362 0.017 -0.170
H 0.72546 -0.43890 5.15155 -0.257 -0.036 0.286

Record 2
88
Properties=species:S:1:pos:R:3:forces:R:3 method="wB97M-V/def2-TZVPD" mol_weight_g_mol=600.83 energy_ha=-1827.71422 lumo_ev=-3.64 fmax_ev_per_a=4.2 charge=+1
C 0.41611 2.00607 -4.50752 0.196 -0.149 0.365
N 1.16952 1.75561 -3.23987 1.303 3.920 -0.964
C 1.06795 2.95201 -2.33383 0.639 0.371 -0.340
C 1.95756 4.13283 -2.76715 -0.329 0.436 -0.155
C 3.40600 3.79528 -3.13092 -0.061 0.067 0.256
C 3.41026 2.65330 -4.13118 -0.092 -0.152 -0.145
C 2.59960 1.44174 -3.63877 -0.477 0.098 0.413
H 0.91989 2.82605 -5.02770 -0.376 -0.146 -0.202
H 0.41869 1.11379 -5.14254 0.180 0.068 0.153
H -0.63012 2.25603 -4.32765 0.281 0.154 0.050
H 0.02241 3.27601 -2.32470 0.212 -0.072 -0.060
H 1.28615 2.65791 -1.30081 0.271 -0.140 -0.221
H 1.50281 4.56718 -3.68218 0.144 0.042 0.544
H 1.94646 4.90126 -1.97223 -0.191 -0.274 -0.413
H 3.84698 4.68671 -3.60183 -0.002 -0.271 0.244
H 4.01869 3.55833 -2.24314 -0.294 -0.010 -0.236
H 2.98814 3.03339 -5.07683 0.237 -0.263 0.190
H 4.43735 2.31929 -4.33098 -0.285 0.011 -0.071
H 3.09821 0.98890 -2.77529 -0.081 0.100 0.046
H 2.55742 0.68598 -4.43152 -0.082 0.042 0.193
C -7.95254 -2.45263 -0.06261 0.142 0.226 -0.001
C -7.65327 -1.77670 -1.25133 0.402 -0.017 0.164
C -6.59563 -0.86129 -1.28885 0.041 0.021 0.390
C -5.86832 -0.56354 -0.11971 -0.811 -0.515 -0.026
N -4.95106 0.53028 -0.11918 0.315 -0.083 -0.086
C -5.43187 1.79034 0.35025 -0.206 0.600 -0.098
C -5.33145 2.09998 1.70965 0.046 0.045 -0.131
C -5.74443 3.35073 2.17155 0.016 -0.088 -0.275
C -6.25799 4.29126 1.27110 -0.047 -0.149 0.013
C -6.39754 3.96708 -0.08093 0.212 -0.294 -0.022
C -5.97905 2.71419 -0.54639 -0.007 0.138 0.397
C -3.63713 0.44219 -0.58192 0.259 -0.052 0.131
C -3.10869 1.42764 -1.43475 0.181 -0.105 -0.410
C -1.82055 1.30257 -1.95373 -0.131 0.003 0.342
C -0.90414 0.36315 -1.41831 -1.526 0.946 0.606
C 0.47536 0.32486 -1.83217 0.470 -3.999 -0.940
C 1.45831 -0.21326 -0.91522 0.248 1.007 0.273
C 2.41673 -1.21520 -1.24177 -0.340 -0.297 0.082
C 3.08212 -1.91569 -0.24259 0.129 -0.062 -0.619
C 2.96908 -1.53763 1.11266 0.250 -0.380 0.785
N 3.60285 -2.25479 2.12677 -0.461 0.376 -1.058
C 3.91623 -1.67442 3.39856 0.324 -0.167 0.883
C 3.64081 -2.41855 4.56315 -0.028 0.538 -0.396
C 4.00484 -1.91480 5.81125 0.019 0.007 -0.176
C 4.71938 -0.71890 5.90729 0.093 0.085 -0.237
C 5.06755 -0.01758 4.74445 -0.489 -0.291 0.007
C 4.63254 -0.47236 3.49459 0.053 -0.275 0.039
C 4.21205 -3.54264 1.88493 0.437 -0.571 0.033
C 5.56548 -3.59479 1.52161 -0.311 -0.025 0.130
C 6.22753 -4.82299 1.45543 -0.337 0.257 -0.089
C 5.53586 -6.00478 1.72656 0.009 0.079 0.049
C 4.18545 -5.96040 2.07515 -0.059 0.353 -0.137
C 3.51488 -4.73446 2.14767 0.202 0.410 -0.129
C 2.15893 -0.42503 1.42994 -0.327 0.553 -0.116
C 1.40482 0.19865 0.44722 0.115 -0.540 0.339
C -1.44121 -0.58087 -0.48129 0.481 0.153 -0.246
C -2.79266 -0.60558 -0.16608 0.077 0.096 -0.189
C -6.18895 -1.22979 1.06869 0.068 -0.014 -0.159
C -7.21513 -2.17929 1.09386 0.083 0.007 -0.153
H -8.76562 -3.18232 -0.03993 0.281 0.272 0.021
H -8.23639 -1.96275 -2.15334 0.175 0.006 0.239
H -6.33959 -0.33533 -2.21024 -0.137 -0.123 0.227
H -4.90871 1.34727 2.38381 -0.170 0.373 -0.195
H -5.65293 3.58554 3.23094 -0.041 0.014 -0.260
H -6.55755 5.27856 1.62764 0.052 -0.325 -0.104
H -6.81600 4.68240 -0.78826 0.100 -0.112 0.241
H -6.04703 2.44228 -1.60193 -0.118 0.131 0.310
H -3.75697 2.25745 -1.72968 0.341 -0.375 -0.072
H -1.50270 1.96549 -2.76589 -0.256 -0.188 0.718
H 0.64660 0.26974 -2.90748 -0.629 -2.360 1.298
H 2.54511 -1.52432 -2.28731 -0.086 0.121 0.462
H 3.72174 -2.77132 -0.49329 -0.300 0.473 0.012
H 3.14167 -3.38239 4.46296 0.084 0.296 0.131
H 3.72966 -2.46977 6.70887 0.160 0.157 -0.231
H 5.02071 -0.33716 6.88558 -0.077 -0.151 -0.348
H 5.66892 0.88550 4.80740 -0.155 -0.123 0.005
H 4.88836 0.06810 2.57824 -0.064 -0.141 0.339
H 6.08023 -2.65327 1.30833 -0.060 -0.359 0.142
H 7.28013 -4.83547 1.18982 -0.144 -0.107 0.024
H 6.05449 -6.96338 1.66840 -0.168 0.296 0.053
H 3.64310 -6.87574 2.29639 0.115 0.132 -0.064
H 2.45682 -4.67955 2.41950 0.367 -0.075 -0.057
H 2.09701 -0.08497 2.46635 -0.031 -0.142 -0.381
H 0.70497 0.98630 0.73937 0.263 -0.212 -0.116
H -0.78380 -1.33789 -0.03282 -0.294 0.353 -0.342
H -3.20972 -1.40620 0.45027 0.236 0.303 -0.121
H -5.62374 -0.98539 1.97271 -0.262 -0.120 -0.259
H -7.43803 -2.70407 2.02473 0.032 0.173 -0.292